(1)
C36H48O18 | wB97M-V/def2-TZVPD

Summary:
SMILES: O=C1C=C(O)C(=O)C=C1O.O=C1C=C(O)C(=O)C=C1O.O=C1C=C(O)C(=O)C=C1O.CC(C)=O.CC(C)=O.CC(C)=O.CC(C)=O.CC(C)=O.CC(C)=O
Total energy: -74948.749 eV
Highest occupied orbital energy: -8.93 eV

The geometry in ORCA input format:
```
! wB97M-V def2-TZVPD RIJCOSX def2/J DEFGRID3
* xyz 0 1
O -0.57 -3.92 -2.95
C -0.37 -4.70 -2.05
C -0.83 -4.34 -0.67
C -0.40 -5.10 0.46
O -0.86 -4.75 1.70
C 0.20 -6.45 0.30
O 0.30 -7.03 1.37
C 0.52 -6.82 -1.01
C 0.29 -5.95 -2.22
O 0.53 -6.32 -3.56
H -1.30 -3.40 -0.60
H -1.18 -3.90 1.42
H 1.02 -7.80 -1.04
H 0.20 -5.44 -4.03
O 0.13 -0.94 -0.29
C -0.60 0.05 -0.56
C -0.87 1.01 0.43
C -1.72 2.26 0.14
O -2.30 3.03 1.08
C -2.07 2.64 -1.30
O -2.57 3.64 -1.55
C -1.80 1.61 -2.20
C -0.96 0.32 -1.92
O -0.61 -0.60 -2.86
H -0.74 0.68 1.63
H -2.20 2.88 2.02
H -1.92 1.88 -3.46
H 0.08 -1.12 -2.43
O -2.29 -2.39 2.19
C -1.94 -2.12 3.34
C -1.37 -3.11 4.26
C -0.85 -2.63 5.64
O -0.39 -3.42 6.67
C -0.80 -1.19 5.96
O -0.19 -0.63 7.02
C -1.53 -0.32 5.10
C -2.19 -0.79 3.75
O -2.98 0.13 3.06
H -1.44 -4.12 3.94
H 0.14 -4.21 6.43
H -1.94 0.61 5.45
H -3.19 -0.57 2.45
C 1.99 3.28 0.95
C 3.09 2.68 0.16
C 3.73 1.60 0.88
O 3.41 3.02 -0.98
H 1.84 3.25 2.10
H 0.95 2.87 0.68
H 1.83 4.26 0.82
H 3.97 0.85 0.01
H 2.87 1.16 1.74
H 4.69 1.89 1.21
C -3.56 2.67 -5.53
C -4.39 3.42 -6.50
C -5.35 2.61 -7.20
O -4.28 4.62 -6.71
H -4.29 2.25 -4.84
H -2.81 3.34 -5.01
H -3.03 1.99 -6.17
H -6.22 3.22 -7.51
H -5.58 1.80 -6.60
H -5.09 2.07 -8.07
C 2.33 0.00 -3.17
C 2.49 -1.48 -3.27
C 3.40 -1.98 -4.42
O 1.78 -2.34 -2.68
H 3.40 0.45 -3.21
H 2.10 0.21 -2.11
H 1.56 0.43 -3.79
H 4.10 -1.12 -5.00
H 2.86 -2.43 -5.23
H 4.15 -2.74 -3.88
C 0.57 5.54 -1.97
C 1.06 4.76 -3.18
C 1.13 3.23 -3.08
O 1.56 5.45 -4.09
H 1.26 5.90 -1.20
H -0.07 4.75 -1.51
H -0.04 6.40 -2.28
H 0.95 2.91 -2.03
H 1.99 2.90 -3.42
H 0.42 2.73 -3.79
C 2.42 -4.45 3.21
C 2.17 -3.01 3.26
C 1.85 -2.29 1.95
O 2.30 -2.28 4.29
H 1.53 -5.03 2.86
H 2.44 -4.85 4.23
H 3.39 -4.51 2.78
H 0.77 -2.23 1.72
H 2.21 -2.64 0.99
H 1.98 -1.08 2.06
C 0.99 2.09 4.76
C -0.28 2.92 4.67
C -0.80 3.81 5.80
O -1.09 2.83 3.64
H 1.02 1.42 4.10
H 1.02 1.48 5.62
H 1.76 2.81 4.69
H 0.10 4.24 6.22
H -1.40 3.26 6.61
H -1.57 4.49 5.29
*
```

These are the Löwdin partial charges, in e, on atoms 1 to 99:
1 O 0.111
2 C -0.379
3 C 0.113
4 C -0.173
5 O 0.057
6 C -0.397
7 O 0.107
8 C 0.103
9 C -0.113
10 O 0.055
11 H 0.099
12 H 0.040
13 H 0.131
14 H 0.162
15 O 0.041
16 C -0.421
17 C 0.051
18 C -0.099
19 O 0.114
20 C -0.516
21 O 0.184
22 C 0.087
23 C -0.142
24 O 0.095
25 H 0.170
26 H 0.074
27 H 0.168
28 H 0.050
29 O 0.084
30 C -0.389
31 C 0.131
32 C -0.106
33 O 0.081
34 C -0.276
35 O 0.031
36 C 0.100
37 C -0.120
38 O 0.096
39 H 0.097
40 H 0.141
41 H 0.105
42 H 0.078
43 C -0.032
44 C -0.536
45 C -0.028
46 O 0.059
47 H 0.107
48 H 0.095
49 H 0.021
50 H 0.119
51 H 0.159
52 H 0.063
53 C -0.036
54 C -0.539
55 C -0.036
56 O 0.072
57 H 0.097
58 H 0.098
59 H 0.088
60 H 0.110
61 H 0.059
62 H 0.086
63 C -0.037
64 C -0.436
65 C -0.042
66 O 0.018
67 H 0.128
68 H 0.077
69 H 0.081
70 H 0.135
71 H 0.051
72 H 0.124
73 C -0.019
74 C -0.411
75 C -0.021
76 O 0.034
77 H 0.083
78 H 0.056
79 H 0.093
80 H 0.076
81 H 0.009
82 H 0.098
83 C -0.017
84 C -0.463
85 C -0.028
86 O 0.002
87 H 0.090
88 H 0.087
89 H 0.090
90 H 0.044
91 H 0.071
92 H 0.121
93 C 0.013
94 C -0.345
95 C -0.017
96 O -0.050
97 H -0.006
98 H 0.079
99 H 0.091

***

(2)
C51H114F6N6O3PZn | wB97M-V/def2-TZVPD

Summary:
Total energy: -143790.104 eV
Highest occupied orbital energy: -15.98 eV

The geometry in ORCA input format:
```
! wB97M-V def2-TZVPD RIJCOSX def2/J DEFGRID3
* xyz 5 1
Zn -1.10 4.03 0.08
C 1.45 1.11 -0.44
C 0.25 2.03 -0.28
O -0.23 2.63 -1.30
O -0.26 2.32 0.83
H 1.72 0.69 0.54
H 2.31 1.76 -0.61
H 1.28 0.27 -1.11
C 1.17 5.46 1.09
O 0.03 5.72 0.31
H 1.43 4.41 1.31
H 2.10 5.81 0.63
H 1.07 6.08 1.99
C 3.75 4.04 -2.70
C 3.01 3.63 -3.98
C 1.52 3.42 -3.81
N 0.77 3.37 -5.15
C 0.67 4.76 -5.75
C -0.61 2.73 -5.08
C -0.40 1.19 -5.14
C 1.00 1.06 -5.77
C 1.36 2.45 -6.24
H 4.48 4.85 -2.80
H 4.42 3.25 -2.37
H 3.03 4.29 -1.92
H 3.51 2.74 -4.40
H 3.20 4.29 -4.84
H 1.08 4.32 -3.39
H 1.39 2.44 -3.35
H 1.69 4.97 -6.06
H 0.30 5.40 -4.95
H 0.02 4.75 -6.62
H -1.14 3.11 -5.96
H -1.13 3.10 -4.20
H -1.02 0.80 -5.95
H -0.51 0.79 -4.13
H 1.08 0.37 -6.61
H 1.76 0.77 -5.04
H 0.87 2.74 -7.17
H 2.42 2.61 -6.35
C -3.59 1.87 -2.65
C -4.85 2.51 -2.15
C -5.59 1.82 -0.99
N -6.95 2.43 -0.72
C -6.96 3.94 -0.54
C -7.98 2.15 -1.80
C -9.19 1.35 -1.20
C -9.08 1.62 0.29
C -7.62 1.88 0.56
H -3.81 0.89 -3.09
H -2.84 1.72 -1.87
H -3.06 2.32 -3.49
H -5.50 2.52 -3.03
H -4.75 3.55 -1.83
H -5.03 2.02 -0.08
H -5.76 0.75 -1.02
H -8.01 4.19 -0.60
H -6.55 4.42 -1.43
H -6.60 4.35 0.40
H -8.47 2.97 -2.32
H -7.60 1.58 -2.64
H -10.18 1.56 -1.58
H -8.99 0.29 -1.40
H -9.67 2.52 0.50
H -9.48 0.81 0.89
H -7.36 2.55 1.37
H -7.14 0.93 0.82
C 3.64 2.24 3.23
C 2.66 2.13 4.38
C 1.29 2.68 4.02
N 0.17 2.20 4.98
C -0.41 0.92 4.54
C -0.83 3.32 5.10
C -1.65 3.08 6.37
C -0.59 2.39 7.24
C 0.69 2.15 6.42
H 4.54 1.66 3.44
H 4.07 3.24 3.15
H 3.27 2.03 2.22
H 3.05 2.70 5.23
H 2.62 1.11 4.77
H 0.97 2.29 3.05
H 1.28 3.76 3.96
H -0.87 1.09 3.57
H -1.22 0.54 5.17
H 0.38 0.19 4.47
H -1.38 3.30 4.17
H -0.35 4.30 5.04
H -2.53 2.49 6.12
H -1.97 3.97 6.90
H -1.00 1.50 7.72
H -0.26 2.92 8.14
H 1.18 1.20 6.60
H 1.42 2.94 6.55
C 2.73 -2.32 -2.04
C 3.81 -1.61 -2.89
C 5.10 -2.42 -2.75
N 6.33 -1.79 -3.46
C 7.48 -2.73 -3.13
C 6.63 -0.40 -2.85
C 6.63 0.59 -4.04
C 5.83 -0.09 -5.14
C 6.23 -1.54 -4.94
H 1.83 -1.70 -2.06
H 2.88 -2.31 -0.96
H 2.55 -3.35 -2.33
H 3.80 -0.63 -2.40
H 3.55 -1.53 -3.94
H 5.07 -3.37 -3.28
H 5.47 -2.59 -1.74
H 7.40 -3.16 -2.14
H 8.40 -2.15 -3.22
H 7.51 -3.47 -3.93
H 7.55 -0.47 -2.27
H 5.81 -0.26 -2.15
H 7.68 0.74 -4.30
H 6.42 1.61 -3.71
H 6.28 0.14 -6.10
H 4.77 0.08 -4.95
H 7.14 -1.88 -5.44
H 5.42 -2.14 -5.37
C 1.36 -3.09 1.57
C 2.02 -4.14 2.42
C 2.10 -3.71 3.88
N 2.84 -4.69 4.82
C 1.69 -5.50 5.36
C 3.54 -3.94 5.94
C 4.87 -3.50 5.28
C 5.04 -4.48 4.08
C 3.96 -5.53 4.23
H 0.32 -2.94 1.86
H 1.27 -3.43 0.53
H 1.93 -2.18 1.36
H 3.00 -4.48 2.07
H 1.40 -5.04 2.44
H 1.12 -3.51 4.30
H 2.69 -2.79 3.90
H 1.14 -6.03 4.58
H 0.96 -4.90 5.89
H 2.16 -6.33 5.90
H 3.78 -4.79 6.57
H 2.99 -3.18 6.48
H 5.63 -3.54 6.05
H 4.76 -2.52 4.83
H 6.05 -4.86 3.96
H 4.87 -3.87 3.19
H 4.24 -6.23 5.01
H 3.62 -6.07 3.34
C -1.69 -1.24 -0.29
C -2.10 -2.64 -0.77
C -3.10 -3.43 0.07
N -3.69 -4.66 -0.57
C -4.27 -4.33 -1.91
C -4.77 -5.25 0.36
C -4.35 -6.69 0.72
C -3.49 -7.08 -0.47
C -2.65 -5.77 -0.65
H -1.09 -1.29 0.62
H -2.52 -0.63 0.07
H -1.19 -0.72 -1.10
H -1.16 -3.19 -0.89
H -2.54 -2.49 -1.76
H -3.93 -2.73 0.20
H -2.71 -3.65 1.06
H -3.51 -4.30 -2.69
H -4.82 -3.39 -1.84
H -5.07 -5.02 -2.18
H -5.75 -5.13 -0.08
H -4.84 -4.57 1.20
H -5.20 -7.37 0.78
H -3.81 -6.78 1.67
H -3.99 -7.29 -1.41
H -2.78 -7.89 -0.29
H -2.18 -5.77 -1.63
H -1.92 -5.75 0.16
P -3.48 3.85 1.89
F -4.95 3.25 1.74
F -2.94 3.19 0.41
F -3.94 5.21 1.18
F -1.89 4.33 1.99
F -3.64 4.45 3.37
F -2.99 2.43 2.49
*
```

These are the Löwdin partial charges, in e, on atoms 1 to 99:
1 Zn 0.830
2 C 0.018
3 C -0.665
4 O -0.074
5 O -0.066
6 H 0.067
7 H 0.086
8 H 0.052
9 C -0.297
10 O -0.366
11 H 0.035
12 H 0.063
13 H 0.076
14 C -0.058
15 C -0.221
16 C -0.096
17 N -0.254
18 C 0.053
19 C -0.093
20 C -0.105
21 C -0.153
22 C -0.096
23 H 0.089
24 H 0.060
25 H 0.074
26 H 0.092
27 H 0.108
28 H 0.138
29 H 0.116
30 H 0.105
31 H 0.119
32 H 0.114
33 H 0.132
34 H 0.118
35 H 0.123
36 H 0.103
37 H 0.128
38 H 0.097
39 H 0.144
40 H 0.130
41 C -0.092
42 C -0.216
43 C -0.111
44 N -0.213
45 C 0.031
46 C -0.104
47 C -0.124
48 C -0.147
49 C -0.089
50 H 0.083
51 H 0.056
52 H 0.060
53 H 0.119
54 H 0.107
55 H 0.100
56 H 0.135
57 H 0.114
58 H 0.109
59 H 0.101
60 H 0.138
61 H 0.125
62 H 0.130
63 H 0.113
64 H 0.128
65 H 0.130
66 H 0.124
67 H 0.131
68 C -0.083
69 C -0.232
70 C -0.101
71 N -0.249
72 C 0.022
73 C -0.105
74 C -0.110
75 C -0.142
76 C -0.078
77 H 0.078
78 H 0.090
79 H 0.058
80 H 0.116
81 H 0.102
82 H 0.105
83 H 0.138
84 H 0.099
85 H 0.118
86 H 0.099
87 H 0.102
88 H 0.148
89 H 0.120
90 H 0.133
91 H 0.119
92 H 0.127
93 H 0.128
94 H 0.134
95 C -0.098
96 C -0.205
97 C -0.098
98 N -0.252
99 C 0.031

***

(3)
C7H17N4O | wB97M-V/def2-TZVPD

Summary:
SMILES: [H]/N=C/N1C[C@H](C)C[N@H+](C)[C@H](O)N1
Total energy: -15531.590 eV
Highest occupied orbital energy: -12.85 eV

The geometry in ORCA input format:
```
! wB97M-V def2-TZVPD RIJCOSX def2/J DEFGRID3
* xyz 1 1
H 4.68 -1.19 -0.31
N 3.72 -0.88 -0.35
C 2.74 -1.56 -0.11
N 1.15 -0.66 -0.06
C 0.14 -1.69 -0.06
C -1.21 -1.02 0.36
C -2.28 -1.92 -0.21
C -1.16 0.33 -0.41
N -0.75 1.54 0.38
C -1.11 2.79 -0.38
C 0.93 1.51 0.64
O 1.45 1.91 -0.48
N 1.14 0.22 1.04
H 2.68 -2.65 0.20
H 0.28 -2.53 0.62
H 0.17 -2.08 -1.07
H -1.41 -0.73 1.35
H -2.05 -2.12 -1.30
H -3.19 -1.40 -0.20
H -2.54 -2.69 0.41
H -0.39 0.07 -1.28
H -2.19 0.70 -0.71
H -1.26 1.37 1.28
H -2.12 3.05 -0.38
H -0.69 3.54 0.25
H -0.94 2.89 -1.45
H 0.97 2.18 1.40
H 1.72 1.14 -1.10
H 1.51 -0.13 1.90
*
```

Let us look at the natural (NBO) charges, expressed in e, one per atom:
1 H 0.406
2 N -0.618
3 C 0.295
4 N -0.379
5 C -0.240
6 C -0.247
7 C -0.606
8 C -0.245
9 N -0.428
10 C -0.437
11 C 0.481
12 O -0.667
13 N -0.529
14 H 0.187
15 H 0.197
16 H 0.220
17 H 0.208
18 H 0.217
19 H 0.216
20 H 0.234
21 H 0.257
22 H 0.222
23 H 0.421
24 H 0.227
25 H 0.220
26 H 0.257
27 H 0.187
28 H 0.535
29 H 0.409

***

(4)
C6H9F6OP | wB97M-V/def2-TZVPD

Summary:
Total energy: -34006.052 eV
Highest occupied orbital energy (spin up / spin down): -8.95 / -10.12 eV

The geometry in ORCA input format:
```
! wB97M-V def2-TZVPD RIJCOSX def2/J DEFGRID3
* xyz 0 1
C 2.01 -0.89 -1.08
C 1.86 1.20 0.11
C 0.64 -0.88 1.18
C 1.12 -0.10 -0.08
C -3.12 -1.62 0.37
C -1.29 1.85 -0.01
O -0.75 0.73 -2.37
F -3.40 -1.50 1.61
F -3.99 -1.04 -0.44
F -2.91 -2.94 0.08
F -2.60 1.90 -0.17
F -1.07 1.76 1.28
F -0.86 3.06 -0.43
P -0.61 0.33 -0.96
H 2.13 -1.96 -1.04
H 1.73 -0.53 -2.07
H 3.11 -0.48 -0.83
H 2.83 0.93 0.53
H 1.44 1.91 0.71
H 2.16 1.64 -0.82
H -0.34 -0.54 1.60
H 0.38 -1.96 0.99
H 1.52 -0.86 1.85
*
```

Let us look at the natural (NBO) charges, expressed in e, one per atom:
1 C -0.631
2 C -0.636
3 C -0.651
4 C -0.246
5 C 0.962
6 C 0.700
7 O -0.966
8 F -0.301
9 F -0.306
10 F -0.340
11 F -0.325
12 F -0.330
13 F -0.325
14 P 1.373
15 H 0.231
16 H 0.234
17 H 0.206
18 H 0.216
19 H 0.222
20 H 0.230
21 H 0.229
22 H 0.228
23 H 0.225

***

(5)
C34H47NO2S3 | wB97M-V/def2-TZVPD

Summary:
SMILES: CCCCCCCCN(CCCCCCCC)C(=S)SCCCc1cc(S)c2c(c1)C(=O)c1ccccc1C2=O
Total energy: -74111.244 eV
Highest occupied orbital energy: -8.22 eV

The geometry in ORCA input format:
```
! wB97M-V def2-TZVPD RIJCOSX def2/J DEFGRID3
* xyz 0 1
C 4.54 -4.42 2.48
C 4.37 -3.39 3.60
C 2.91 -3.24 4.09
C 2.30 -1.83 3.97
C 1.07 -1.76 3.07
C 0.21 -0.52 3.32
C -0.47 0.01 2.06
C -1.53 1.03 2.43
N -2.34 1.61 1.35
C -3.37 0.67 0.86
C -4.41 1.38 -0.02
C -5.86 1.16 0.44
C -6.25 -0.31 0.60
C -6.32 -1.07 -0.74
C -6.13 -2.58 -0.55
C -5.56 -3.31 -1.78
C -4.21 -2.73 -2.23
C -1.63 2.23 0.33
S -1.17 1.58 -1.09
S -1.32 3.97 0.67
C 0.50 4.06 0.74
C 0.98 5.23 -0.09
C 2.49 5.26 -0.32
C 3.01 3.94 -0.85
C 4.05 3.28 -0.20
C 4.50 2.04 -0.66
S 5.84 1.30 0.26
C 3.89 1.42 -1.76
C 2.85 2.11 -2.41
C 2.42 3.36 -1.97
C 2.12 1.56 -3.60
O 1.26 2.20 -4.15
C 2.51 0.22 -4.08
C 1.86 -0.35 -5.17
C 2.22 -1.60 -5.62
C 3.22 -2.32 -4.96
C 3.86 -1.76 -3.88
C 3.53 -0.48 -3.43
C 4.29 0.08 -2.26
O 5.17 -0.59 -1.77
H 3.66 -4.50 1.85
H 4.77 -5.41 2.87
H 5.37 -4.16 1.83
H 4.78 -2.43 3.28
H 4.97 -3.73 4.44
H 2.91 -3.49 5.15
H 2.27 -3.99 3.62
H 3.07 -1.13 3.65
H 1.96 -1.52 4.96
H 0.47 -2.64 3.31
H 1.34 -1.85 2.01
H 0.86 0.26 3.73
H -0.54 -0.77 4.08
H 0.31 0.46 1.45
H -0.88 -0.82 1.50
H -2.25 0.52 3.07
H -1.11 1.84 3.04
H -3.89 0.32 1.75
H -2.95 -0.19 0.34
H -4.22 2.46 0.02
H -4.30 1.10 -1.06
H -6.50 1.57 -0.34
H -6.09 1.73 1.33
H -7.26 -0.33 1.02
H -5.62 -0.83 1.31
H -7.31 -0.91 -1.15
H -5.60 -0.65 -1.45
H -5.51 -2.80 0.32
H -7.11 -3.00 -0.34
H -6.30 -3.25 -2.58
H -5.41 -4.35 -1.49
H -3.43 -3.48 -2.31
H -3.86 -1.98 -1.53
H -4.32 -2.21 -3.18
H 0.80 4.15 1.78
H 0.87 3.10 0.37
H 0.72 6.15 0.45
H 0.46 5.30 -1.04
H 3.04 5.49 0.60
H 2.74 6.06 -1.03
H 4.50 3.72 0.67
H 6.65 2.36 0.27
H 1.61 3.86 -2.47
H 1.07 0.19 -5.67
H 1.73 -2.05 -6.47
H 3.52 -3.30 -5.29
H 4.64 -2.30 -3.36
*
```

Let us look at the Löwdin charges, expressed in e, one per atom:
1 C -0.114
2 C -0.250
3 C -0.207
4 C -0.209
5 C -0.217
6 C -0.213
7 C -0.202
8 C -0.183
9 N -0.213
10 C -0.212
11 C -0.191
12 C -0.208
13 C -0.214
14 C -0.205
15 C -0.228
16 C -0.250
17 C -0.102
18 C -1.103
19 S 0.744
20 S 0.887
21 C -0.476
22 C -0.271
23 C -0.143
24 C -0.210
25 C -0.054
26 C -0.491
27 S 0.839
28 C -0.088
29 C -0.059
30 C 0.039
31 C -0.289
32 O 0.106
33 C -0.087
34 C 0.000
35 C -0.056
36 C -0.054
37 C -0.003
38 C -0.075
39 C -0.292
40 O 0.056
41 H 0.065
42 H 0.066
43 H 0.064
44 H 0.094
45 H 0.095
46 H 0.099
47 H 0.098
48 H 0.106
49 H 0.106
50 H 0.109
51 H 0.116
52 H 0.113
53 H 0.115
54 H 0.104
55 H 0.116
56 H 0.119
57 H 0.125
58 H 0.112
59 H 0.099
60 H 0.107
61 H 0.095
62 H 0.113
63 H 0.112
64 H 0.111
65 H 0.094
66 H 0.113
67 H 0.091
68 H 0.105
69 H 0.107
70 H 0.101
71 H 0.096
72 H 0.065
73 H 0.054
74 H 0.070
75 H 0.080
76 H 0.054
77 H 0.111
78 H 0.100
79 H 0.112
80 H 0.123
81 H 0.107
82 H -0.125
83 H 0.130
84 H 0.120
85 H 0.106
86 H 0.106
87 H 0.118